Run 1
Entry from the Open Molecules 2025 dataset: 2 unconnected molecules or ions with the total composition C3H6S2 (ωB97M-V/def2-TZVPD).

```
11
C3H6S2 (ωB97M-V/def2-TZVPD)
C 0.483 1.398 0.258
C 0.826 0.163 0.191
C 1.260 -1.212 -0.038
S -2.614 0.688 -0.110
S -2.077 -1.183 0.065
H -0.557 1.869 0.268
H 1.142 2.074 0.623
H 1.138 -1.719 1.026
H 0.506 -1.648 -0.653
H 2.358 -1.169 -0.252
H -2.465 0.738 -1.379
```

- gap between HOMO and LUMO (alpha / beta) (eV) = 5.899 / 8.929


Run 2
Entry from the Open Molecules 2025 dataset: 2 unconnected molecules or ions with the total composition C3H6S2 (ωB97M-V/def2-TZVPD).

```
11
C3H6S2 (ωB97M-V/def2-TZVPD)
C 0.511 1.236 -0.332
C 0.378 -0.236 -0.018
C -0.392 -1.021 1.048
H -1.320 -0.120 -1.927
H 1.291 1.335 -0.995
H 0.509 1.793 0.810
H 0.044 -1.188 -0.692
H -1.033 -1.658 0.430
H -0.644 -0.468 2.087
S -0.734 1.817 -1.391
S 1.390 -1.488 0.982
```

- gap between HOMO and LUMO (eV) = 7.441


Name the least stable of them. run 2.


Run 1
Entry from the Open Molecules 2025 dataset: a single C3H6S2 molecule (ωB97M-V/def2-TZVPD).

```
11
C3H6S2 (ωB97M-V/def2-TZVPD)
C 0.179 1.366 -1.134
S -1.098 1.097 0.040
C -0.436 -0.212 1.038
C -0.056 -1.492 0.467
S 1.399 -0.715 1.268
H 0.970 0.806 -0.863
H 0.340 2.431 -1.187
H -0.077 0.863 -2.132
H -0.831 -0.199 2.106
H -0.397 -2.283 1.012
H 0.007 -1.661 -0.615
```

- SMILES = CS[C@H]1CS1
- gap between HOMO and LUMO (eV) = 9.343


Run 2
Entry from the Open Molecules 2025 dataset: a molecular structure, C3H6S2 (ωB97M-V/def2-TZVPD).

```
11
C3H6S2 (ωB97M-V/def2-TZVPD)
C 1.555 0.710 0.689
C 0.419 0.097 -0.130
C -1.987 -0.814 -0.289
H 2.194 0.835 -0.420
H 1.230 1.764 0.873
H 1.850 -0.150 1.532
H 0.482 -0.896 -0.221
H 0.553 0.721 -1.112
H -1.646 -1.617 -1.113
S -1.156 0.270 0.580
S -3.494 -0.919 -0.388
```

- gap between HOMO and LUMO (eV) = 8.507


Name the least stable of them. run 2.